Entry 1:
49
Properties=species:S:1:pos:R:3:forces:R:3 method="wB97M-V/def2-TZVPD" e_above_lowest_kcal_mol=0.00 multiplicity=1 smiles="O=C1C=C(O)C(=O)C=C1O.O=C1C=C(O)C(=O)C=C1O.NC(=O)CCBCCO" lumo_ev=-1.70 e_homo_ev=-9.8 gap_ha=0.2984 total_energy_ha=-1491.77634
O 3.176844 1.547913 -5.427072 0.01 -0.26 -0.08
C 2.858823 1.379953 -4.265955 -0.05 0.59 0.20
C 2.620058 2.469367 -3.329200 0.08 -0.06 -0.28
C 2.287212 2.198501 -2.061414 0.02 0.44 -0.08
O 2.047497 3.145383 -1.160503 -0.03 -0.31 0.14
C 2.155465 0.789489 -1.565606 0.14 -0.55 -0.22
O 1.866674 0.628059 -0.389129 0.02 0.17 -0.11
C 2.369040 -0.300066 -2.500559 -0.08 0.04 0.33
C 2.698416 -0.030409 -3.771559 -0.05 -0.33 0.17
O 2.906395 -0.976246 -4.673489 0.06 0.21 -0.20
H 2.719993 3.479884 -3.698925 0.00 0.01 0.02
H 1.819941 2.687443 -0.323745 -0.05 0.07 -0.01
H 2.253538 -1.310914 -2.132885 0.01 -0.01 -0.04
H 3.131763 -0.514856 -5.506000 0.00 -0.03 0.03
O -4.692318 3.966331 -1.138154 -0.04 0.21 0.17
C -3.626631 3.568409 -0.708821 0.13 -0.45 -0.39
C -2.882943 2.461749 -1.295396 -0.22 0.17 -0.04
C -1.724061 2.073914 -0.749784 -0.21 -0.25 -0.31
O -1.001976 1.065107 -1.224256 0.19 0.10 0.23
C -1.152941 2.750668 0.459421 -0.15 0.47 0.39
O -0.095307 2.333742 0.897797 0.01 -0.01 -0.07
C -1.885846 3.865377 1.038214 0.25 -0.16 0.04
C -3.045612 4.255647 0.493898 0.18 0.15 0.30
O -3.758565 5.266860 0.971448 -0.18 -0.06 -0.21
H -3.304477 1.979231 -2.165706 0.01 -0.02 0.01
H -0.230388 0.977764 -0.624447 0.00 -0.09 0.00
H -1.457737 4.353123 1.902417 -0.03 0.01 0.01
H -4.548130 5.336939 0.398863 0.02 0.00 0.03
N 2.103741 -3.878651 2.527324 0.03 -0.55 0.20
C 1.651368 -3.426025 1.283888 -0.18 1.21 1.40
O 1.655653 -4.132249 0.338452 0.35 -1.78 -2.43
C 1.222551 -2.001607 1.135548 -0.76 0.11 1.57
C 0.626302 -1.380428 2.420596 -0.91 0.00 0.27
B -0.951425 -1.462719 2.355970 0.18 0.13 0.18
C -1.813179 -2.655601 2.927135 0.51 0.28 -0.63
C -1.666435 -3.983896 2.183779 -0.20 0.07 0.34
O -2.094418 -3.929138 0.847768 -0.05 0.20 -0.53
H 1.349384 -3.980071 3.196676 0.12 0.54 0.25
H 2.449027 -4.817431 2.362849 0.13 -0.10 0.04
H 0.450168 -2.010058 0.384203 0.03 0.13 -0.79
H 2.052660 -1.404919 0.806829 0.36 0.10 -0.33
H 0.971912 -1.858320 3.332236 0.40 -0.14 0.02
H 0.883392 -0.333679 2.491523 0.29 0.34 -0.08
H -1.512842 -0.529019 1.853345 -0.04 -0.06 -0.16
H -2.858368 -2.396960 2.886832 -0.48 0.07 0.22
H -1.510838 -2.821528 3.959838 0.00 -0.03 0.31
H -2.325226 -4.695818 2.652336 -0.25 -0.39 0.18
H -0.670918 -4.404837 2.261774 0.47 -0.01 -0.04
H -1.517238 -3.345410 0.341645 -0.02 -0.15 0.00

***

Entry 2:
44
Properties=species:S:1:pos:R:3:forces:R:3 method="wB97M-V/def2-TZVPD" multiplicity=1 smiles="CCOC(=O)C1=C(C)NC(C)=C(C(=O)OCC)C1c1ccc(Br)o1" lumo_ev=0.53 e_homo_ev=-8.1 gap_ha=0.3159 total_energy_ha=-3664.77859
C -4.415367 -1.748772 1.395303 0.41 0.02 0.07
C -3.145499 -2.001465 2.195539 -0.49 -0.37 0.16
O -2.002635 -1.483166 1.521177 0.27 0.20 -0.08
C -1.389488 -2.285390 0.639666 -0.04 -0.58 -0.10
O -1.738933 -3.431089 0.443316 -0.17 0.10 0.12
C -0.271819 -1.596430 -0.019573 0.50 0.29 -0.07
C 0.580970 -2.207023 -0.870418 -0.45 -0.15 0.40
C 0.551235 -3.639664 -1.288671 -0.15 -0.08 0.07
N 1.624985 -1.495657 -1.420639 0.19 -0.16 -0.29
C 2.010964 -0.248201 -0.997883 -0.12 0.45 0.35
C 3.332187 0.213849 -1.520414 0.11 0.02 -0.10
C 1.206926 0.440037 -0.156761 -0.17 -0.45 -0.02
C 1.485921 1.752365 0.426281 0.00 0.21 0.05
O 0.709489 2.328652 1.155663 0.10 -0.07 -0.05
O 2.680055 2.276548 0.079026 0.03 -0.21 -0.08
C 2.997786 3.549084 0.640928 -0.02 0.45 0.32
C 3.548446 3.417438 2.053968 -0.19 -0.14 -0.35
C -0.156068 -0.102220 0.224677 -0.18 0.12 0.03
C -1.213129 0.598968 -0.577420 0.64 0.06 -0.75
C -1.251051 0.948660 -1.897641 0.17 -0.19 0.60
C -2.511132 1.554676 -2.123001 -0.49 0.05 0.58
C -3.133862 1.517725 -0.913685 -0.30 0.29 -0.69
Br -4.827768 2.094273 -0.388937 0.11 -0.03 0.01
O -2.366747 0.946760 0.023348 -0.27 0.07 0.38
H -4.363479 -2.269388 0.441692 -0.04 -0.04 -0.06
H -5.275856 -2.112885 1.949130 -0.12 -0.06 0.06
H -4.537735 -0.684397 1.213268 -0.05 0.09 -0.04
H -3.005662 -3.075234 2.360491 -0.01 0.22 0.06
H -3.175554 -1.475865 3.152392 0.05 -0.08 -0.10
H 0.448637 -3.703773 -2.371671 0.02 -0.01 -0.12
H 1.479576 -4.133486 -1.001991 0.11 -0.02 -0.01
H -0.284232 -4.150477 -0.823642 0.09 -0.01 -0.08
H 2.251581 -2.003291 -2.028157 -0.09 0.12 0.14
H 3.742559 -0.505058 -2.227129 0.02 -0.06 -0.04
H 4.036208 0.346589 -0.702058 0.05 -0.01 -0.03
H 3.229910 1.177430 -2.012680 0.06 -0.01 -0.03
H 2.096515 4.170721 0.646448 0.19 -0.06 -0.08
H 3.742520 3.977290 -0.033917 -0.11 -0.04 0.05
H 4.418035 2.764266 2.061725 0.11 -0.02 0.03
H 2.786486 3.001274 2.707890 -0.02 0.00 0.08
H 3.835445 4.396693 2.426064 0.06 0.11 0.07
H -0.354891 0.124829 1.276851 0.11 -0.04 -0.20
H -0.477430 0.798537 -2.622187 0.24 -0.06 -0.10
H -2.898090 1.956275 -3.036369 -0.14 0.09 -0.14

***

Q: Look up the multiplicity of the second one.
A: 1